C5H14O2 | ωB97M-V with the def2-TZVPD basis set

The total energy is -349.3464 a.u. The HOMO-LUMO gap is 9.70 eV. Its SMILES is C=CCCC.O.O. Its total charge is 0. The calculation puts the HOMO energy at -9.240 eV. The energy relative to the best compared isomer or geometry (same formula, charge and spin) comes out at 77.1 kJ/mol. The maximum force is 0.0210 hartree/bohr.

Bonds (Å) are listed after each position.
Atoms and positions in Å:
1 C -1.14 -1.23 1.37  C2 1.329, H6 1.085, H7 1.083
2 C -0.58 -0.24 2.05  C1 1.329, C3 1.486, H8 1.092
3 C -0.22 1.12 1.56  C2 1.486, C4 1.546, H9 1.093, H10 1.090
4 C 1.23 1.20 1.03  C3 1.546, C5 1.518, H11 1.093, H12 1.094
5 C 1.46 2.50 0.30  C4 1.518, H13 1.089, H14 1.086, H15 1.084
6 H -1.50 -1.09 0.36  C1 1.085
7 H -1.00 -2.27 1.67  C1 1.083
8 H -0.19 -0.52 3.03  C2 1.092
9 H -0.24 1.80 2.42  C3 1.093
10 H -0.87 1.52 0.79  C3 1.090
11 H 1.93 1.02 1.86  C4 1.093
12 H 1.37 0.32 0.40  C4 1.094
13 H 2.52 2.68 0.11  C5 1.089
14 H 1.13 3.34 0.91  C5 1.086
15 H 0.92 2.49 -0.65  C5 1.084
16 O 0.56 -2.16 -3.02  H17 0.963, H18 0.961
17 H 0.35 -2.36 -3.94  O16 0.963
18 H 1.14 -1.39 -3.03  O16 0.961
19 O -2.48 -2.02 -2.18  H20 0.970, H21 0.960
20 H -1.59 -1.85 -2.52  O19 0.970
21 H -2.82 -2.85 -2.54  O19 0.960